Below is 2 unconnected molecules or ions with the total composition C12H6F3N4O7S, with properties calculated with ωB97M-V with the def2-TZVPD basis set.

XYZ file:
```
33
Properties=species:S:1:pos:R:3
N -0.077 1.078 2.204
C -1.423 0.963 2.554
O -2.273 0.619 1.720
C -1.773 1.281 3.941
C -0.819 1.695 4.834
C 0.525 1.776 4.423
C 0.822 1.432 3.084
H -2.829 1.180 4.179
H -1.114 1.954 5.852
H 1.330 2.093 5.082
H 1.865 1.467 2.745
O -0.036 -3.678 -0.363
S 0.535 -2.418 0.048
O 0.419 -1.922 1.395
C 2.399 -2.545 -0.313
F 2.921 -3.501 0.478
F 2.625 -2.868 -1.604
F 3.006 -1.370 -0.043
C -0.092 -1.169 -1.109
C -0.105 0.186 -0.748
C -0.324 1.096 -1.782
N 0.028 2.447 -1.822
O 0.381 3.241 -0.971
O 0.000 2.818 -3.195
N -0.404 1.769 -3.982
C -0.580 0.729 -3.119
C -0.704 -0.676 -3.432
N -1.061 -1.166 -4.744
O -1.376 -0.375 -5.652
O -1.044 -2.409 -4.917
C -0.422 -1.600 -2.407
H 0.053 0.540 0.275
H -0.452 -2.669 -2.611
```

- E_HOMO (eV) = -3.700
- spin multiplicity = 1
- DFT total energy (Eh) = -1904.1578
- net charge = -1
- energy relative to the best compared isomer or geometry (same formula, charge and spin) (kJ/mol) = 3.6
- frontier orbital gap (hartree) = 0.145